(1)
C4H7NO as an isolated structure, computed with ωB97M-V with the def2-TZVPD basis set.

```
13
Properties=species:S:1:pos:R:3
C -1.0547 0.8512 -1.0374
N 0.0488 -0.4267 -0.5683
C -1.0477 -0.7114 0.1676
C 1.2273 -0.0556 -0.0652
C 1.6478 -0.3713 1.2749
O 2.7158 -0.0479 1.7723
H -2.0030 0.5601 -1.4880
H -0.3932 1.2278 -1.8201
H -1.1656 1.6022 -0.2535
H -1.0234 -0.7151 1.2611
H -1.8623 -1.2267 -0.3263
H 1.9555 0.3461 -0.7641
H 0.9547 -1.0325 1.8470
```

Computed properties:
Gap between HOMO and LUMO (spin up / spin down) ... 7.44 / 7.44 eV
Largest force on an atom ... 0.0096 hartree/bohr
Relative energy (zero: lowest compared OMol25 entry of this formula, charge and spin) ... 526.4 kJ/mol

Results of the Löwdin charge analysis, in e, for atoms 1 through 2: 0.025, -0.139

---

(2)
A single C4H7NO molecule, computed with ωB97M-V with the def2-TZVPD basis set.

```
13
Properties=species:S:1:pos:R:3
O -2.7862 -0.8177 1.3931
C -1.8873 -0.4202 0.6501
C -0.6343 0.0781 1.0088
N 0.2040 0.6052 -0.0492
C 0.6471 -0.2891 -1.1498
C 1.6167 0.1653 -0.1392
H -2.0318 -0.4686 -0.4718
H -0.2834 0.3131 2.0039
H 0.0081 1.5747 -0.2967
H 0.6911 0.1367 -2.1474
H 0.2266 -1.2833 -1.0584
H 1.8780 -0.5110 0.6669
H 2.3513 0.9168 -0.4104
```

Computed properties:
Gap between HOMO and LUMO ... 7.53 eV
Structure (SMILES) ... [O-]/C=C/[NH+]1CC1
Largest force on an atom ... 0.0104 hartree/bohr
Relative energy (zero: lowest compared OMol25 entry of this formula, charge and spin) ... 383.4 kJ/mol

Results of the Löwdin charge analysis, in e, for atoms 1 through 2: -0.083, -0.428

---

(3)
A 2-piece molecular cluster, C4H7NO overall in a non-equilibrium geometry, computed with ωB97M-V with the def2-TZVPD basis set.

```
13
Properties=species:S:1:pos:R:3
C 1.0733 -0.7565 0.5477
C 0.3047 -0.8711 -0.6285
C 0.5714 0.2412 -1.3856
N 1.4639 1.0339 -0.6652
C 1.7382 0.4298 0.5317
H 1.0189 -1.3225 1.4627
H -0.3068 -1.7343 -0.8298
H 0.2466 0.4925 -2.3738
H 1.5575 1.9496 -1.0249
H 2.3558 0.8782 1.2894
O -3.1967 0.2037 0.9150
H -3.1247 -0.6130 0.4473
H -3.7019 0.0684 1.7141
```

Computed properties:
Gap between HOMO and LUMO ... 9.26 eV
Structure (SMILES) ... c1cc[nH]c1.O
Largest force on an atom ... 0.0431 hartree/bohr
Relative energy (zero: lowest compared OMol25 entry of this formula, charge and spin) ... 113.4 kJ/mol

Results of the Löwdin charge analysis, in e, for atoms 1 through 2: -0.131, -0.118

---

(4)
A single C4H7NO molecule, computed with ωB97M-V with the def2-TZVPD basis set.

```
13
Properties=species:S:1:pos:R:3
C -0.0102 -1.4168 0.9013
N 0.3338 -0.1307 0.2804
C 1.3678 -0.0365 -0.5196
C -0.5548 0.9106 0.3465
C -0.9777 1.4657 -0.9024
O -1.7418 2.3998 -1.0810
H 0.8869 -1.9340 1.2471
H -0.5367 -2.0240 0.1591
H -0.6852 -1.2260 1.7360
H 1.7198 0.9513 -0.7792
H 1.8463 -0.9287 -0.9039
H -1.0630 1.1057 1.2818
H -0.5852 0.8635 -1.7660
```

Computed properties:
Gap between HOMO and LUMO (spin up / spin down) ... 7.85 / 7.85 eV
Largest force on an atom ... 0.0066 hartree/bohr
Relative energy (zero: lowest compared OMol25 entry of this formula, charge and spin) ... 293.6 kJ/mol

Results of the Löwdin charge analysis, in e, for atoms 1 through 2: -0.010, -0.262